[1]
Computed, not measured: a cluster of 7 separate species, C40H48BIO15 in total at a distorted geometry, with ωB97M-V with the def2-TZVPD basis set.

Last column: Löwdin charge in e.
Positions of all 105 atoms, in Å:
C (-0.24, -1.45, 3.62)  -0.1135
C (0.42, -0.81, 2.27)  -0.1297
B (-0.46, -1.36, 1.03)  -0.3695
O (-1.90, -1.12, 1.08)  0.0418
C (0.09, -2.20, -0.24)  0.0005
C (-0.28, -3.71, -0.39)  -0.0029
C (0.18, -4.60, -1.57)  -0.0339
C (1.04, -3.93, -2.67)  0.0049
C (1.37, -2.43, -2.55)  -0.0314
C (0.94, -1.53, -1.34)  0.0033
C (1.38, 0.00, -1.37)  -0.2592
O (0.71, 0.96, -0.94)  -0.0010
C (2.81, 0.29, -2.07)  -0.0792
C (3.80, 1.38, -1.61)  -0.5881
I (3.42, 2.64, 0.11)  0.7967
C (5.13, 1.57, -2.42)  -0.0952
C (5.52, 0.71, -3.66)  -0.0203
C (4.53, -0.42, -4.11)  0.0273
C (3.23, -0.59, -3.30)  -0.0492
C (2.22, -1.74, -3.73)  -0.2690
O (2.14, -2.11, -4.94)  0.0348
H (-1.40, -1.36, 3.60)  0.0627
H (-0.01, -2.56, 3.73)  0.0803
H (0.08, -0.87, 4.56)  0.0708
H (0.27, 0.33, 2.36)  0.0924
H (1.53, -1.07, 2.21)  0.1053
H (-2.16, -0.49, 0.37)  0.1062
H (-0.92, -4.18, 0.44)  0.1042
H (-0.12, -5.70, -1.61)  0.0936
H (1.45, -4.48, -3.59)  0.1076
H (5.90, 2.37, -2.11)  0.0891
H (6.51, 0.87, -4.23)  0.0830
H (4.71, -1.11, -5.02)  0.1134
O (-3.44, -2.20, 4.30)  0.1011
C (-4.18, -2.79, 3.56)  -0.4614
O (-4.22, -4.14, 3.42)  0.0214
C (-5.14, -4.49, 2.37)  -0.1627
C (-6.06, -3.30, 2.25)  -0.1630
C (-5.16, -2.14, 2.61)  -0.0748
H (-4.57, -4.67, 1.46)  0.1241
H (-5.68, -5.40, 2.64)  0.1243
H (-6.51, -3.21, 1.26)  0.1236
H (-6.87, -3.38, 2.98)  0.1047
H (-4.62, -1.76, 1.75)  0.1276
H (-5.71, -1.34, 3.11)  0.0993
O (6.33, 0.48, -6.77)  0.1006
C (7.32, 1.14, -6.95)  -0.4762
O (7.64, 2.24, -6.21)  0.0228
C (8.82, 2.85, -6.76)  -0.1522
C (9.51, 1.75, -7.54)  -0.1548
C (8.35, 0.92, -8.02)  -0.0781
H (8.51, 3.68, -7.40)  0.1008
H (9.44, 3.24, -5.95)  0.1302
H (10.15, 2.13, -8.34)  0.1215
H (10.13, 1.16, -6.86)  0.1202
H (7.95, 1.28, -8.97)  0.1222
H (8.61, -0.14, -8.10)  0.1293
O (-7.86, -1.40, 3.73)  0.0970
C (-7.94, -0.58, 4.61)  -0.4529
O (-9.00, 0.24, 4.79)  0.0345
C (-8.72, 1.16, 5.85)  -0.1635
C (-7.63, 0.50, 6.67)  -0.1562
C (-6.86, -0.28, 5.62)  -0.0736
H (-8.40, 2.11, 5.42)  0.1266
H (-9.62, 1.33, 6.45)  0.1264
H (-7.01, 1.21, 7.22)  0.1230
H (-8.07, -0.19, 7.39)  0.1217
H (-6.09, 0.33, 5.14)  0.1404
H (-6.44, -1.19, 6.03)  0.1169
O (-0.49, 1.45, 4.55)  0.1077
C (-0.98, 2.28, 3.84)  -0.4750
O (-2.30, 2.29, 3.48)  0.0331
C (-2.52, 3.35, 2.54)  -0.1638
C (-1.39, 4.33, 2.76)  -0.1629
C (-0.26, 3.42, 3.18)  -0.0781
H (-2.52, 2.93, 1.53)  0.1274
H (-3.50, 3.80, 2.73)  0.1255
H (-1.17, 4.94, 1.88)  0.1193
H (-1.64, 5.00, 3.59)  0.1209
H (0.30, 3.04, 2.31)  0.1207
H (0.42, 3.91, 3.88)  0.1303
O (-6.63, -2.32, 9.33)  0.1071
C (-5.70, -2.91, 8.84)  -0.4785
O (-5.01, -2.48, 7.75)  0.0180
C (-4.05, -3.47, 7.38)  -0.1606
C (-3.81, -4.29, 8.62)  -0.1619
C (-5.16, -4.24, 9.31)  -0.0833
H (-4.46, -4.07, 6.56)  0.1268
H (-3.13, -2.99, 7.03)  0.1280
H (-3.47, -5.31, 8.42)  0.1195
H (-3.06, -3.80, 9.25)  0.1220
H (-5.83, -5.03, 8.96)  0.1342
H (-5.06, -4.26, 10.39)  0.1279
O (7.76, 5.84, -8.53)  0.1194
C (7.03, 5.27, -9.29)  -0.4709
O (7.01, 3.92, -9.46)  0.0062
C (6.11, 3.59, -10.52)  -0.1603
C (5.17, 4.76, -10.64)  -0.1607
C (6.06, 5.93, -10.23)  -0.0782
H (6.69, 3.43, -11.44)  0.1299
H (5.58, 2.66, -10.28)  0.1301
H (4.73, 4.87, -11.63)  0.1206
H (4.36, 4.66, -9.91)  0.1250
H (6.60, 6.34, -11.09)  0.1362
H (5.49, 6.71, -9.73)  0.1316

Summary:
Strongest force on any atom, hartree/bohr: 0.085
Net charge: 0
E_HOMO, Ha: -0.31764
E_tot, hartree: -3003.9892
Structure (SMILES): CCB(O)c1cccc2c1C(=O)c1c(I)cccc1C2=O.O=C1CCCO1.O=C1CCCO1.O=C1CCCO1.O=C1CCCO1.O=C1CCCO1.O=C1CCCO1

=====

[2]
Computed, not measured: a structure of composition C7H6N2O4SSm at a distorted geometry, with ωB97M-V with the def2-TZVPD basis set.

Last column: Löwdin spin population.
Positions of all 21 atoms, in Å:
Sm (-0.33, 0.71, 0.75)  5.2582
O (-2.76, -2.68, -2.81)  -0.0001
C (-2.76, -1.95, -1.87)  -0.0010
C (0.92, 2.02, -0.80)  -0.0115
O (1.45, 2.49, -1.73)  0.0035
C (1.55, -0.81, 1.27)  -0.0072
O (2.38, -1.61, 1.46)  0.0032
C (0.43, -0.74, -0.91)  -0.0192
O (1.10, -1.40, -1.63)  0.0033
S (-2.07, 1.77, 2.61)  -0.1789
C (-0.61, 2.08, 3.54)  -0.0171
N (0.17, 1.14, 4.18)  -0.0176
C (1.12, 1.80, 5.12)  -0.0019
C (0.97, 3.26, 4.84)  -0.0012
N (-0.16, 3.32, 3.85)  -0.0106
H (-0.21, 0.19, 4.27)  0.0006
H (2.10, 1.34, 4.95)  -0.0008
H (0.82, 1.56, 6.14)  -0.0008
H (1.90, 3.67, 4.47)  -0.0004
H (0.75, 3.77, 5.78)  -0.0004
H (-0.68, 4.12, 3.48)  0.0000

Summary:
Spin multiplicity: 6
Strongest force on any atom, hartree/bohr: 0.217
Net charge: +3
E_HOMO (spin up / spin down), Ha: -0.75604 / -0.75879
E_tot, hartree: -1735.7239

=====

[3]
Computed, not measured: a structure of composition C25H30N3O4S at a distorted geometry, with ωB97M-V with the def2-TZVPD basis set.

Last column: Löwdin charge in e.
Positions of all 63 atoms, in Å:
C (0.47, 4.95, 0.64)  -0.0365
C (1.29, 3.69, 0.88)  -0.2069
O (0.81, 2.60, 0.06)  -0.2055
C (-0.50, 2.18, 0.33)  -0.2880
C (-0.87, 1.65, 1.56)  0.0032
C (-2.15, 1.14, 1.72)  -0.0124
C (-3.08, 1.17, 0.68)  -0.1891
C (-2.71, 1.78, -0.52)  -0.0120
C (-1.43, 2.27, -0.70)  0.0130
H (-1.14, 2.72, -1.64)  0.1330
H (-3.43, 1.88, -1.31)  0.1160
C (-4.43, 0.52, 0.85)  -0.1267
N (-4.65, -0.72, 0.12)  -0.2017
C (-3.89, -1.87, 0.57)  -0.0914
C (-2.38, -1.74, 0.40)  -0.4187
O (-1.61, -1.69, 1.34)  0.0865
N (-1.98, -1.64, -0.91)  0.1581
C (-0.84, -1.00, -1.38)  -0.1945
C (0.13, -0.51, -0.50)  -0.0079
C (1.15, 0.27, -1.02)  -0.2937
C (1.30, 0.54, -2.36)  -0.0522
C (0.37, -0.02, -3.23)  -0.0364
C (-0.69, -0.77, -2.75)  0.0153
H (-1.42, -1.16, -3.44)  0.1230
H (0.46, 0.15, -4.29)  0.1188
H (2.10, 1.17, -2.70)  0.1257
S (2.27, 1.01, 0.15)  0.8337
O (3.26, 1.89, -0.38)  -0.2358
O (2.03, 0.87, 1.54)  -0.2255
N (3.48, -0.65, 0.08)  -0.1115
C (2.71, -1.82, 0.42)  -0.2686
C (2.20, -2.66, -0.56)  -0.0321
C (1.39, -3.73, -0.19)  -0.0564
C (1.09, -3.95, 1.15)  -0.0612
C (1.62, -3.11, 2.12)  -0.0468
C (2.43, -2.05, 1.76)  -0.0182
H (2.84, -1.40, 2.51)  0.1189
H (1.40, -3.29, 3.16)  0.1167
H (0.46, -4.78, 1.43)  0.1137
H (1.00, -4.38, -0.95)  0.1141
H (2.41, -2.50, -1.60)  0.1172
H (4.06, -0.40, 0.88)  0.1568
C (4.30, -0.69, -1.13)  -0.0305
H (3.66, -0.79, -2.00)  0.0845
H (4.85, 0.25, -1.20)  0.0986
H (5.00, -1.52, -1.09)  0.1165
H (0.06, -0.69, 0.56)  0.1138
H (-2.66, -1.86, -1.62)  0.1338
H (-4.25, -2.75, 0.03)  0.1337
H (-4.09, -2.01, 1.63)  0.1362
C (-4.89, -0.59, -1.30)  -0.0918
H (-5.21, -1.56, -1.69)  0.0937
H (-4.03, -0.23, -1.89)  0.0638
H (-5.71, 0.11, -1.44)  0.0966
H (-5.21, 1.21, 0.52)  0.1324
H (-4.59, 0.30, 1.91)  0.1291
H (-2.42, 0.69, 2.66)  0.1263
H (-0.16, 1.59, 2.36)  0.1217
H (1.26, 3.39, 1.93)  0.1267
H (2.32, 3.82, 0.57)  0.1207
H (0.50, 5.22, -0.41)  0.0892
H (0.90, 5.76, 1.22)  0.0888
H (-0.56, 4.81, 0.95)  0.0824

Summary:
Strongest force on any atom, hartree/bohr: 0.026
Net charge: +1
E_HOMO, Ha: -0.40562
E_tot, hartree: -1833.8037

=====

[4]
Computed, not measured: a cluster of 6 separate species, C6H22O7 in total at a distorted geometry, with ωB97M-V with the def2-TZVPD basis set.

Last column: Löwdin charge in e.
Positions of all 35 atoms, in Å:
O (-0.77, -0.74, -0.66)  0.0679
C (-0.23, 0.10, 0.03)  -0.4895
O (-0.82, 0.57, 1.15)  0.0989
C (1.09, 0.77, -0.21)  -0.1057
C (0.97, 2.29, -0.19)  -0.3497
C (1.56, 2.88, -1.53)  -0.0568
C (1.55, 2.85, 1.17)  -0.2551
C (0.76, 3.98, 1.70)  -0.1220
H (-1.65, 0.03, 1.31)  0.1292
H (1.79, 0.17, -0.89)  0.1448
H (1.76, 0.42, 0.64)  0.1370
H (-0.10, 2.61, -0.16)  0.1319
H (2.22, 2.16, -2.11)  0.0853
H (0.69, 2.95, -2.21)  0.0700
H (2.02, 3.90, -1.28)  0.0951
H (1.67, 1.97, 1.84)  0.1024
H (2.61, 3.17, 0.97)  0.1207
H (1.32, 4.63, 2.45)  0.0933
H (0.76, 4.67, 0.80)  0.0927
H (-0.20, 3.80, 2.13)  0.0594
H (0.30, -1.50, 2.85)  0.0105
H (0.34, -1.48, 4.30)  0.0207
O (0.88, -1.74, 3.57)  -0.0355
H (-2.85, -2.04, 0.57)  -0.0515
H (-4.14, -1.15, 0.79)  0.0234
O (-3.37, -1.52, 1.18)  -0.0462
H (0.80, -3.91, -2.65)  0.0364
H (-0.43, -3.20, -2.85)  0.0952
O (0.23, -3.38, -2.11)  -0.0632
H (-2.05, -2.18, -0.85)  0.0180
H (-1.68, -3.73, -0.62)  0.0565
O (-2.36, -3.05, -0.56)  -0.0495
H (0.58, -0.82, -2.66)  -0.0180
H (1.50, -1.85, -2.96)  0.0412
O (1.31, -0.91, -3.26)  -0.0879

Summary:
Strongest force on any atom, hartree/bohr: 0.073
Net charge: 0
E_HOMO, Ha: -0.38737
E_tot, hartree: -768.4557
Structure (SMILES): CC[C@@H](C)CC(=O)O.O.O.O.O.O